ORCA calculation (wB97M-V/def2-TZVPD) on a single C3H3ClF2 molecule at a distorted geometry.

Computed properties:
E in eV: -21114.852
Relative energy (zero: lowest compared OMol25 entry of this formula, charge and spin) in eV: 1.7041
Kohn-Sham gap in hartree: 0.4004
SMILES string: FC(F)/C=C/Cl
Largest force on an atom in eV/A: 6.4

Atoms and positions in Å:
C -0.427 -0.095 -0.459
C -1.377 0.217 0.370
C 1.352 -0.060 -0.048
F 1.516 -0.445 1.177
F 2.094 -0.743 -0.904
Cl -3.061 0.003 0.141
H -0.353 -0.234 -1.609
H -1.258 0.284 1.447
H 1.514 1.073 -0.115

Cartesian forces (eV/Å) of the 6 atoms listed first:
5.3 -0.4 -2.8
-0.3 -1.1 1.5
-5.0 3.8 -1.4
0.6 -1.1 1.8
0.0 -0.4 -0.2
-0.8 0.3 -0.8

Atom charges from the Löwdin analysis, given in e for atoms 1 to 5: -0.061, -0.657, -0.407, 0.095, 0.082


ORCA calculation (wB97M-V/def2-TZVPD) on a molecular structure, C39H61BiBr2F6N4OPS.

Computed properties:
Net charge: +1
E in eV: -231789.547
Relative energy (zero: lowest compared OMol25 entry of this formula, charge and spin) in eV: 0.0000
Kohn-Sham gap in hartree: 0.3060
Largest force on an atom in eV/A: 0.7

Atoms and positions in Å:
Bi -0.576 -0.650 0.157
Br 2.285 -0.376 -4.006
C 3.748 0.628 -3.250
Br 3.264 1.632 -1.675
H 4.085 1.330 -3.997
H 4.526 -0.067 -2.972
C -2.412 0.113 -3.396
N -2.046 0.832 -2.173
C -1.065 1.866 -2.491
C -3.225 1.402 -1.533
C -3.020 1.763 -0.070
N -2.764 0.620 0.835
C -3.942 -0.265 0.845
C -2.513 1.141 2.190
H -2.802 0.800 -4.161
H -3.165 -0.640 -3.176
H -1.533 -0.391 -3.798
H -1.472 2.610 -3.191
H -0.188 1.405 -2.947
H -0.740 2.388 -1.591
H -4.048 0.692 -1.629
H -3.542 2.321 -2.049
H -3.934 2.267 0.269
H -2.202 2.475 0.037
H -4.861 0.321 0.971
H -3.865 -0.962 1.673
H -4.007 -0.831 -0.086
H -3.368 1.729 2.549
H -1.627 1.777 2.181
H -2.341 0.316 2.880
F -3.722 -6.958 -1.813
C -3.207 -5.743 -1.660
C -3.953 -4.617 -1.957
F -5.200 -4.744 -2.395
C -3.405 -3.362 -1.793
F -4.164 -2.290 -2.063
C -2.099 -3.153 -1.333
O -1.658 -1.900 -1.232
C -1.386 -4.312 -1.047
F -0.132 -4.218 -0.582
C -1.918 -5.578 -1.200
F -1.172 -6.639 -0.896
C 4.523 -4.777 0.200
N 3.824 -3.605 -0.303
C 2.660 -3.156 0.162
N 2.088 -3.829 1.158
S 2.002 -1.728 -0.514
H 5.477 -4.858 -0.311
H 3.958 -5.693 0.008
H 4.717 -4.686 1.271
H 4.220 -3.077 -1.060
H 2.429 -4.740 1.424
H 1.150 -3.583 1.439
F -1.837 -4.269 5.248
C -1.577 -3.533 4.163
C -2.380 -3.677 3.048
C -2.104 -2.906 1.926
C -1.040 -2.001 1.910
C -0.254 -1.890 3.062
C -0.514 -2.653 4.193
H -3.203 -4.381 3.060
H -2.744 -3.024 1.062
H 0.572 -1.189 3.091
H 0.089 -2.566 5.090
C 0.667 3.011 6.877
C 1.132 1.545 6.732
C 1.002 1.047 5.285
C 1.410 2.170 4.322
C 0.338 3.285 4.391
C -0.326 3.371 5.777
P 1.601 1.567 2.579
C 1.998 3.110 1.592
C 2.878 4.206 2.237
C 2.573 5.600 1.662
C 2.337 5.505 0.158
C 1.051 4.703 -0.134
C 0.719 3.733 1.011
C 3.276 0.733 2.545
C 4.447 1.452 3.267
C 4.917 0.678 4.499
C 5.449 -0.709 4.110
C 4.610 -1.341 2.978
C 3.205 -0.743 2.964
H 1.525 3.686 6.821
H 0.215 3.168 7.857
H 0.552 0.895 7.391
H 2.175 1.462 7.045
H -0.034 0.761 5.073
H 1.608 0.151 5.157
H 2.373 2.566 4.657
H -0.438 3.104 3.639
H 0.791 4.248 4.146
H -1.174 2.682 5.831
H -0.727 4.372 5.930
H 2.547 2.694 0.738
H 3.927 3.980 2.044
H 2.756 4.231 3.321
H 3.404 6.271 1.883
H 1.689 6.028 2.144
H 3.200 5.009 -0.299
H 2.274 6.499 -0.286
H 1.182 4.142 -1.064
H 0.212 5.386 -0.286
H 0.062 2.936 0.654
H 0.173 4.257 1.800
H 3.482 0.722 1.468
H 4.175 2.465 3.559
H 5.290 1.548 2.574
H 4.084 0.580 5.204
H 5.694 1.243 5.017
H 5.442 -1.357 4.988
H 6.491 -0.620 3.792
H 4.563 -2.425 3.105
H 5.076 -1.150 2.003
H 2.773 -0.859 3.961
H 2.557 -1.273 2.269

Cartesian forces (eV/Å) of the 6 atoms listed first:
-0.6 -0.2 -0.3
0.1 0.1 0.0
-0.2 0.0 0.0
-0.1 0.0 -0.1
0.0 0.1 -0.1
0.1 -0.1 0.0

Atom charges from the Löwdin analysis, given in e for atoms 1 to 5: 1.671, 0.570, -1.041, 0.604, -0.002


ORCA calculation (wB97M-V/def2-TZVPD) on 2 unconnected molecules or ions with the total composition C3H5FOS at a distorted geometry.

Computed properties:
E in eV: -18787.971
Relative energy (zero: lowest compared OMol25 entry of this formula, charge and spin) in eV: 3.9301
Kohn-Sham gap in hartree: 0.3564
Largest force on an atom in eV/A: 8.0

Atoms and positions in Å:
C -0.044 2.076 -1.689
C 0.075 1.104 -0.841
C -0.424 -0.615 1.522
O 1.010 -0.917 1.503
F 0.633 -0.145 -1.129
S -1.055 0.784 0.829
H -0.644 2.899 -1.482
H 0.576 1.952 -2.549
H 1.477 -0.329 1.934
H -1.038 -1.799 0.953
H -0.647 -0.305 2.499

Cartesian forces (eV/Å) of the 6 atoms listed first:
1.3 -0.9 -0.2
-2.3 -4.3 2.8
1.7 -5.5 -2.0
-5.3 -4.6 -3.9
-0.2 2.3 0.1
1.2 3.7 -4.1

Atom charges from the Löwdin analysis, given in e for atoms 1 to 5: 0.012, -0.433, -0.669, -0.081, -0.040


ORCA calculation (wB97M-V/def2-TZVPD) on 9 unconnected molecules or ions with the total composition C9H36O9 at a distorted geometry.

Computed properties:
E in eV: -28339.918
Relative energy (zero: lowest compared OMol25 entry of this formula, charge and spin) in eV: 5.3883
Kohn-Sham gap in hartree: 0.3590
SMILES string: CO.CO.CO.CO.CO.CO.CO.CO.CO
Largest force on an atom in eV/A: 1.6

Atoms and positions in Å:
C -0.087 0.397 -0.015
O 1.165 0.095 0.611
H -0.818 0.557 0.779
H -0.077 1.301 -0.623
H -0.446 -0.483 -0.551
H 1.882 0.198 -0.024
C 4.375 0.908 -1.002
O 3.033 0.614 -1.379
H 4.513 0.998 0.074
H 5.038 0.117 -1.354
H 4.601 1.839 -1.524
H 3.089 0.272 -2.275
C 3.609 -2.623 -0.545
O 4.025 -3.768 0.182
H 4.465 -2.304 -1.142
H 2.792 -2.808 -1.244
H 3.261 -1.803 0.083
H 3.382 -4.448 -0.030
C -0.717 -3.006 0.876
O -1.788 -2.682 0.028
H 0.141 -3.279 0.264
H -0.471 -2.158 1.518
H -0.926 -3.838 1.550
H -2.553 -2.410 0.542
C -1.546 -3.255 -3.371
O -2.574 -2.537 -2.699
H -1.272 -4.052 -2.678
H -1.853 -3.600 -4.357
H -0.665 -2.623 -3.511
H -2.241 -2.436 -1.801
C -0.431 0.234 3.956
O 0.828 -0.230 3.452
H -1.187 0.027 3.198
H -0.627 -0.303 4.883
H -0.383 1.313 4.118
H 0.828 -0.012 2.514
C -4.593 1.369 3.225
O -3.820 0.674 2.247
H -3.964 1.889 3.950
H -5.232 2.115 2.747
H -5.275 0.683 3.724
H -3.268 1.353 1.845
C -1.523 3.967 0.742
O -2.232 2.930 1.416
H -0.439 3.925 0.866
H -1.729 3.946 -0.327
H -1.873 4.884 1.217
H -2.041 3.131 2.337
C 0.629 2.366 -3.583
O 1.323 2.959 -4.668
H 0.505 3.069 -2.754
H -0.394 2.056 -3.791
H 1.289 1.617 -3.143
H 2.269 2.855 -4.551

Cartesian forces (eV/Å) of the 6 atoms listed first:
0.0 -0.5 0.6
-0.5 0.3 0.2
0.1 0.1 0.1
0.2 -0.1 -0.2
0.0 0.2 -0.4
0.0 0.1 -0.3

Atom charges from the Löwdin analysis, given in e for atoms 1 to 5: -0.107, -0.145, 0.065, 0.074, 0.071


ORCA calculation (wB97M-V/def2-TZVPD) on a molecular structure, C36H38FeN2O3PS at a distorted geometry.

Computed properties:
Net charge: +1
E in eV: -101578.786
Kohn-Sham gap (spin up / spin down) in hartree: 0.2867 / 0.3002
Spin multiplicity: 5
Largest force on an atom in eV/A: 3.0
Expectation value of S²: 6.01

Atoms and positions in Å:
Fe 1.539 -1.308 -1.487
O 5.108 -2.661 -2.480
S 3.994 -2.177 -1.698
O 2.690 -2.883 -1.974
O 3.741 -0.743 -1.824
C 4.312 -2.541 0.124
C 5.557 -3.040 0.376
C 5.961 -3.296 1.670
C 5.090 -3.080 2.711
C 3.761 -2.627 2.449
C 3.362 -2.383 1.146
P 1.626 -1.822 0.847
C 0.518 -3.163 1.433
C 0.762 -4.368 0.802
C -0.099 -5.438 0.922
C -1.205 -5.275 1.697
C -1.493 -4.079 2.425
C -0.569 -3.021 2.321
C 1.498 -0.280 1.744
C 2.626 0.538 1.895
C 2.490 1.813 2.469
C 1.195 2.214 2.796
C 0.069 1.419 2.604
C 0.222 0.227 1.958
H 6.199 -3.208 -0.504
H 6.899 -3.626 1.888
H 5.423 -3.256 3.755
H 3.079 -2.542 3.314
H 1.633 -4.573 0.165
H 0.095 -6.384 0.454
H -1.942 -6.043 1.863
H -2.321 -4.012 3.088
H -0.668 -2.046 2.907
H 3.620 0.217 1.705
H 3.277 2.490 2.764
H 1.150 3.221 3.189
H -0.890 1.813 2.922
H -0.651 -0.268 1.629
C -5.271 0.981 -1.904
C -4.827 -0.417 -1.344
C -5.557 -1.516 -2.118
C -5.115 -0.399 0.124
C -3.354 -0.674 -1.508
C -2.879 -1.968 -1.573
C -1.488 -2.169 -1.653
N -0.594 -1.178 -1.582
C -1.110 0.079 -1.460
C -2.426 0.369 -1.544
C -0.069 1.160 -1.468
C -0.348 2.480 -1.186
C 0.603 3.442 -1.099
C 1.902 3.018 -1.374
C 2.117 1.705 -1.694
N 1.172 0.759 -1.645
C 0.228 4.893 -0.715
C -0.810 5.359 -1.743
C -0.351 4.967 0.672
C 1.504 5.704 -0.844
H -6.311 1.017 -1.761
H -5.076 1.076 -2.978
H -4.830 1.852 -1.375
H -6.608 -1.334 -2.259
H -5.502 -2.434 -1.606
H -5.090 -1.648 -3.104
H -6.151 -0.237 0.269
H -4.490 0.405 0.551
H -4.793 -1.424 0.565
H -3.467 -2.887 -1.561
H -1.156 -3.215 -1.736
H -2.766 1.377 -1.392
H -1.404 2.737 -1.058
H 2.715 3.727 -1.361
H 3.147 1.400 -1.777
H -1.724 4.783 -1.678
H -0.448 5.308 -2.805
H -1.149 6.369 -1.679
H -1.312 4.440 0.630
H -0.425 5.982 0.967
H 0.335 4.508 1.407
H 1.958 5.582 -1.834
H 2.301 5.452 -0.165
H 1.261 6.760 -0.662

Cartesian forces (eV/Å) of the 6 atoms listed first:
-0.3 0.2 -0.5
-1.0 0.2 1.0
1.7 -1.5 0.3
-0.1 0.2 0.1
-0.6 0.4 0.4
-0.9 0.2 -1.6

Atom charges from the Löwdin analysis, given in e for atoms 1 to 5: 0.710, -0.266, 0.537, -0.404, -0.352


ORCA calculation (wB97M-V/def2-TZVPD) on a single C5H10 molecule at a distorted geometry.

Computed properties:
E in eV: -5344.261
Relative energy (zero: lowest compared OMol25 entry of this formula, charge and spin) in eV: 3.0047
Kohn-Sham gap in hartree: 0.4065
SMILES string: CC1CCC1
Largest force on an atom in eV/A: 4.8

Atoms and positions in Å:
C -1.876 -0.018 0.056
C -0.497 0.043 -0.360
C 0.616 1.020 0.132
C 1.627 -0.171 -0.096
C 0.392 -1.019 0.197
H -1.670 0.118 1.109
H -2.147 1.203 -0.218
H -2.444 -0.906 -0.321
H -0.394 -0.047 -1.419
H 0.672 1.756 -0.573
H 0.641 1.412 1.112
H 2.677 -0.015 0.481
H 2.015 -0.336 -1.074
H 0.154 -1.069 1.306
H 0.234 -1.973 -0.333

Cartesian forces (eV/Å) of the 6 atoms listed first:
-0.9 4.7 0.1
2.5 -0.9 0.0
0.0 -1.6 -1.9
1.9 1.7 2.4
0.1 -2.4 1.0
-1.4 -0.8 0.9

Atom charges from the Löwdin analysis, given in e for atoms 1 to 5: -0.079, -0.494, -0.127, -0.159, -0.213


ORCA calculation (wB97M-V/def2-TZVPD) on a single C3H5N3O2S molecule at a distorted geometry.

Computed properties:
E in eV: -22586.691
Relative energy (zero: lowest compared OMol25 entry of this formula, charge and spin) in eV: 4.5365
Kohn-Sham gap in hartree: 0.3177
SMILES string: [H]/N=C/CN1S[C@@H]1[N+](=O)[O-]
Largest force on an atom in eV/A: 3.7

Atoms and positions in Å:
C -0.293 1.231 -0.269
C -1.684 0.581 -0.411
C 1.104 -0.560 0.928
N -1.907 -0.524 0.164
N 0.379 0.689 0.852
N 1.424 -1.313 -0.296
O 1.382 -2.499 -0.208
O 1.780 -0.580 -1.187
S 2.041 0.862 1.252
H -0.375 2.261 0.028
H -2.253 0.897 -1.206
H 0.072 1.087 -1.346
H 1.052 -1.174 1.769
H -2.721 -0.958 -0.071

Cartesian forces (eV/Å) of the 6 atoms listed first:
-1.3 -0.5 -1.5
2.3 -1.8 1.5
-0.5 1.1 -0.2
3.0 1.7 1.4
0.2 -2.0 1.2
0.4 2.3 1.1

Atom charges from the Löwdin analysis, given in e for atoms 1 to 5: -0.236, -0.177, -0.514, 0.134, -0.361


ORCA calculation (wB97M-V/def2-TZVPD) on 4 unconnected molecules or ions with the total composition CH11N2O3.

Computed properties:
Net charge: +1
E in eV: -10332.390
Relative energy (zero: lowest compared OMol25 entry of this formula, charge and spin) in eV: 0.9518
Kohn-Sham gap in hartree: 0.4260
Largest force on an atom in eV/A: 1.0

Atoms and positions in Å:
N 1.408 -0.248 0.345
C 0.771 -1.406 0.327
N -0.524 -1.569 0.319
H 0.919 0.596 0.617
H 2.214 -0.145 -0.257
H 1.378 -2.295 0.361
H -0.868 -2.477 0.055
H -1.126 -0.747 0.311
H 4.517 1.014 -2.096
H 3.307 0.124 -2.301
O 3.926 0.421 -1.620
H -1.288 2.045 -0.764
H -1.939 1.244 0.407
O -1.328 1.179 -0.349
H -3.441 0.274 2.054
H -4.263 1.358 1.406
O -3.661 0.633 1.185

Cartesian forces (eV/Å) of the 6 atoms listed first:
-0.6 -0.2 0.3
0.0 0.4 -0.2
0.4 0.4 0.3
-0.2 0.1 -0.6
0.8 0.0 0.6
0.2 -0.3 -0.7

Atom charges from the Löwdin analysis, given in e for atoms 1 to 5: 0.192, -0.156, 0.211, 0.122, 0.095